[1]
Molecular formula: C4H3O2P
Method: DFT, ωB97M-V/def2-TZVPD

Values from the calculation:
LUMO (alpha / beta) (Ha): -0.0046 / -0.1199
Expectation value of S²: 2.031
Spin multiplicity: 3
E_tot (eV): -17575.00334
Gap between HOMO and LUMO (alpha / beta) (eV): 6.9 / 5.9

Geometry as XYZ:
```
10
C4H3O2P | OMol25 | ωB97M-V/def2-TZVPD
P -2.64 -0.79 -0.04
O -0.27 1.35 0.01
O -3.40 0.47 -0.01
C 1.44 -0.20 -0.01
C -0.93 -0.36 -0.03
C 0.25 -1.01 0.09
C 1.00 1.11 -0.08
H 1.73 2.01 -0.15
H 0.40 -2.12 0.20
H 2.42 -0.45 0.02
```

[2]
Molecular formula: C5H5N
Method: DFT, ωB97M-V/def2-TZVPD

Values from the calculation:
LUMO (Ha): 0.0315
E_tot (eV): -6750.18870
Gap between HOMO and LUMO (eV): 7.7

Geometry as XYZ:
```
11
C5H5N | OMol25 | ωB97M-V/def2-TZVPD
N -0.34 0.39 1.44
C -0.32 -0.22 -1.23
C -1.52 0.03 -0.64
C 0.64 0.38 2.23
C -1.15 0.00 0.65
C 0.76 -0.33 -1.98
H 0.53 0.98 3.10
H 1.25 0.36 -2.59
H 1.08 -1.29 -1.79
H -2.47 -0.02 -1.12
H 1.53 -0.29 1.94
```

[3]
Molecular formula: C39H36AsCl2N4O11S2SiW
Method: DFT, ωB97M-V/def2-TZVPD

Values from the calculation:
Total charge: +1
LUMO (Ha): -0.1460
E_tot (eV): -186767.20414
Gap between HOMO and LUMO (eV): 6.8

Geometry as XYZ:
```
97
C39H36AsCl2N4O11S2SiW | OMol25 | ωB97M-V/def2-TZVPD
W 0.54 0.66 0.51
As 3.19 -0.74 0.40
Cl 1.90 4.28 -2.48
Cl -3.29 4.70 -3.85
S -1.05 -1.49 1.31
S 2.99 1.83 2.55
Si -0.66 0.82 3.76
O 3.59 -2.40 0.15
O 1.46 -5.30 -1.66
O 2.30 1.64 1.21
O 0.85 2.14 -0.61
O 2.35 -5.60 -3.76
O 1.62 -0.77 1.22
O 0.81 0.52 -3.11
O 2.79 0.11 -0.94
O 0.19 -0.41 -1.16
O 3.29 3.21 2.75
O 2.30 1.12 3.59
N -2.80 -3.26 0.57
N -0.31 1.44 2.03
N -2.12 -1.87 -1.13
N -1.53 1.34 -0.36
C 1.52 -4.10 -2.30
C 0.28 3.75 -2.30
C -2.59 4.41 1.92
C 0.24 -0.76 4.16
C -0.33 5.17 1.64
C -0.77 2.82 1.92
C -2.76 0.96 -0.10
C 2.21 -6.21 -2.47
C -5.07 -3.09 -3.01
C 2.19 -3.25 -4.46
C -2.30 -2.99 -3.27
C -2.50 0.49 3.92
C 1.10 -2.88 -1.86
C 5.80 -0.91 1.48
C 6.90 -0.46 2.19
C -2.41 2.91 -2.00
C -3.08 -3.55 -4.28
C -3.88 1.48 -0.77
C -3.70 2.45 -1.72
C -2.92 -2.48 -2.14
C -2.05 3.94 -2.92
C -0.03 2.75 -1.43
C 0.78 -0.43 -2.39
C 1.23 -1.80 -2.76
C 0.13 3.86 1.73
C -0.75 4.34 -3.07
C 1.77 -1.99 -4.03
C -1.69 5.45 1.73
C -2.13 3.10 2.02
C -2.05 -2.24 0.14
C 6.82 0.70 2.94
C -0.24 2.24 4.89
C 2.06 -4.28 -3.57
C 4.61 -0.19 1.54
C -4.46 -3.60 -4.15
C -4.30 -2.52 -2.01
C 5.63 1.42 3.01
C -1.36 2.33 -1.28
C 4.52 0.97 2.31
H -0.92 3.08 4.74
H -6.15 -3.13 -2.91
H 0.79 -0.59 5.09
H 0.97 -1.07 3.42
H 5.55 2.32 3.59
H 3.20 -6.37 -2.03
H 3.11 -2.74 -0.63
H 2.60 -3.40 -5.45
H 1.66 -7.14 -2.58
H 0.78 2.57 4.78
H -2.71 -3.57 1.52
H -3.08 1.40 4.10
H -3.31 -3.84 -0.09
H -2.84 2.30 2.17
H 1.85 -1.13 -4.68
H 0.38 5.97 1.50
H -3.65 4.61 2.00
H -1.22 -2.95 -3.36
H 1.19 3.67 1.66
H -0.38 1.88 5.91
H -0.48 -1.56 4.32
H 5.86 -1.80 0.88
H -5.06 -4.05 -4.93
H -0.50 5.12 -3.76
H -2.60 -3.94 -5.17
H -4.55 2.87 -2.25
H -2.62 -0.14 4.80
H 0.67 -2.75 -0.87
H 7.68 1.06 3.49
H -2.93 -0.04 3.07
H 7.82 -1.01 2.14
H -2.88 0.22 0.69
H -2.04 6.47 1.65
H -1.39 -1.21 -1.39
H -4.77 -2.09 -1.13
H -4.86 1.12 -0.51
```

[4]
Molecular formula: C40H55BF6N4NiPSSi
Method: DFT, ωB97M-V/def2-TZVPD

Values from the calculation:
LUMO (alpha / beta) (Ha): -0.0196 / -0.0246
Expectation value of S²: 3.797
Spin multiplicity: 4
E_tot (eV): -134366.15913
Gap between HOMO and LUMO (alpha / beta) (eV): 6.2 / 7.0

Geometry as XYZ:
```
110
C40H55BF6N4NiPSSi | OMol25 | ωB97M-V/def2-TZVPD
Ni -1.10 -0.29 0.59
S -1.43 -2.37 -0.87
P -2.03 -0.37 4.32
Si -1.95 1.60 -1.89
F -1.48 -0.06 2.71
F -1.29 0.97 4.78
F -3.34 0.49 3.98
F -0.67 -1.20 4.54
F -2.53 -0.68 5.79
F -2.75 -1.68 3.73
N 1.79 -1.40 0.16
N 1.88 0.88 0.28
N -3.85 -1.50 -1.62
N -2.51 0.81 -0.61
C 1.86 2.36 0.28
C 3.62 -1.76 -2.46
C -2.75 -2.25 -1.91
C 1.00 2.25 2.76
C -6.00 1.37 1.72
C -4.03 0.12 1.17
C 1.27 -5.04 0.78
C 3.29 4.74 1.02
C 1.87 -4.73 -1.51
C 1.31 -3.66 1.00
C -4.52 2.14 -0.01
C 1.83 -3.78 3.47
C 1.54 -5.58 -0.46
C 0.57 2.88 -0.37
C -5.18 0.27 1.93
C 3.59 4.09 -0.19
C 3.52 2.17 -1.80
C 1.19 -1.72 -3.14
C 0.94 -3.17 2.38
C 2.33 -2.58 -2.59
C -3.91 -2.80 -3.97
C 1.93 -3.36 -1.34
C 3.11 0.33 0.69
C 3.06 -1.00 0.62
C 2.43 1.80 -2.80
C 4.64 2.90 -2.54
C -4.93 -1.33 -2.42
C -0.38 2.95 2.86
C -3.66 1.05 0.19
C 3.03 2.91 -0.56
C 1.71 2.22 4.12
C 1.63 -2.82 -0.07
C 1.86 2.91 1.70
C -5.67 2.30 0.75
C -0.53 -3.50 2.68
C -2.27 3.33 -2.37
C 2.49 4.09 1.97
C -2.83 -2.94 -3.16
C -1.06 0.61 -3.13
C -5.00 -1.97 -3.61
B 0.93 -0.23 0.06
H 1.53 -1.15 -4.00
H -5.70 -0.68 -2.03
H -1.37 3.76 -2.81
H 4.35 4.54 -0.82
H -0.27 4.02 2.69
H 1.49 -6.65 -0.62
H 4.31 3.87 -2.90
H 2.53 -3.35 -3.34
H 1.99 2.70 -3.25
H -1.21 -2.91 2.07
H -0.82 2.80 3.84
H 4.94 2.31 -3.41
H -1.99 -3.57 -3.43
H 2.09 -5.15 -2.48
H 0.84 -1.03 -2.38
H -3.95 -3.33 -4.92
H -1.10 2.57 2.13
H -0.21 1.15 -3.55
H 5.53 3.04 -1.92
H 2.86 1.21 -3.61
H 1.68 -4.86 3.55
H -0.77 -3.32 3.72
H -2.59 3.95 -1.53
H 0.34 -2.35 -3.44
H 3.93 0.95 1.02
H 1.76 3.22 4.56
H -5.42 -0.46 2.69
H 3.83 -1.73 0.83
H 1.07 -2.09 2.43
H -6.30 3.16 0.58
H 2.88 -3.60 3.26
H -3.79 -0.95 -0.77
H 1.65 1.20 -2.35
H 1.01 -5.70 1.60
H -6.89 1.50 2.32
H -1.75 0.36 -3.95
H -5.86 -1.85 -4.25
H 3.75 5.69 1.26
H 3.88 -1.34 -3.43
H -0.74 -4.55 2.45
H -3.06 3.36 -3.13
H 0.44 3.94 -0.13
H 0.61 2.76 -1.45
H -0.71 -0.32 -2.67
H -4.29 2.87 -0.78
H 3.95 1.22 -1.44
H 0.83 1.21 2.46
H 2.38 4.53 2.96
H 4.45 -2.39 -2.13
H 1.58 -3.34 4.43
H 1.16 1.59 4.80
H 2.73 1.85 4.02
H -3.41 -0.76 1.35
H -0.27 2.32 0.05
H 3.51 -0.94 -1.75
```

[5]
Molecular formula: C25H29N5O7Zr
Method: DFT, ωB97M-V/def2-TZVPD

Values from the calculation:
Total charge: +2
LUMO (Ha): -0.2377
E_tot (eV): -49450.22236
Gap between HOMO and LUMO (eV): 6.6

Geometry as XYZ:
```
67
C25H29N5O7Zr | OMol25 | ωB97M-V/def2-TZVPD
Zr -0.58 0.11 0.28
O -1.02 0.10 -1.78
O 1.23 -0.14 1.77
O -0.33 1.44 -3.95
O -0.96 1.58 1.63
O 0.06 2.13 3.55
O 1.42 -0.26 -0.38
O 0.43 2.38 -0.66
N -1.04 -1.97 -0.44
N -1.32 -1.30 2.08
N -0.82 -2.19 -1.78
N -5.47 1.13 -1.36
N -3.05 0.49 0.13
C -1.06 -2.60 1.82
C -1.36 -1.82 4.40
C 0.47 3.45 0.33
C 0.08 2.10 2.36
C -0.89 -2.93 0.40
C 1.89 2.24 -0.77
C -3.30 1.84 -0.40
C 0.24 -1.02 -6.52
C 1.18 2.72 1.49
C -0.77 -1.04 -2.41
C 1.75 0.33 0.73
C 0.08 0.19 -5.87
C -0.92 -3.55 2.81
C -3.79 -0.53 -0.64
C -1.45 -0.91 3.35
C -0.42 -0.99 -3.82
C 2.37 3.66 -1.07
C -4.78 2.18 -0.52
C -1.09 -3.14 4.13
C -0.24 0.22 -4.52
C 0.09 -2.23 -5.84
C -5.27 -0.24 -0.76
C 1.35 4.51 -0.30
C -0.23 -2.21 -4.51
C 2.18 1.78 0.66
H 0.23 -3.17 -6.36
H -0.54 3.76 0.56
H -1.58 0.15 3.52
H -0.99 -3.86 4.93
H -5.78 -0.22 0.20
H 0.78 5.15 -0.97
H -5.28 2.19 0.44
H -3.32 0.46 1.11
H 2.33 3.85 -2.14
H 0.22 1.13 -6.38
H -5.77 -0.96 -1.41
H 3.40 3.80 -0.74
H -0.45 1.32 -3.00
H -6.46 1.35 -1.43
H -0.68 -4.57 2.55
H -2.82 2.57 0.25
H -3.33 -0.58 -1.63
H -0.60 -3.92 0.07
H -0.35 -3.13 -3.96
H 1.75 3.38 2.14
H 2.12 1.51 -1.53
H -3.65 -1.50 -0.18
H 0.50 -1.02 -7.57
H 3.22 1.91 0.97
H -5.09 1.15 -2.31
H -2.82 1.90 -1.39
H 1.80 5.15 0.46
H -4.93 3.15 -1.01
H -1.48 -1.46 5.41
```

[6]
Molecular formula: H2O
Method: DFT, ωB97M-V/def2-TZVPD

Values from the calculation:
SMILES: O
LUMO (Ha): 0.0403
E_tot (eV): -2079.86451
Gap between HOMO and LUMO (eV): 12.7

Geometry as XYZ:
```
3
H2O | OMol25 | ωB97M-V/def2-TZVPD
O 0.24 0.13 -0.28
H 0.10 0.52 0.59
H -0.33 -0.65 -0.31
```

[7]
Molecular formula: C8H16Br12NO8P2
Method: DFT, ωB97M-V/def2-TZVPD

Values from the calculation:
Total charge: +1
LUMO (Ha): -0.1177
E_tot (eV): -885510.51187
Gap between HOMO and LUMO (eV): 9.2

Geometry as XYZ:
```
47
C8H16Br12NO8P2 | OMol25 | ωB97M-V/def2-TZVPD
Br -6.34 -3.50 -0.87
Br -2.47 4.16 0.07
Br 0.40 -3.53 0.40
Br 3.59 -1.90 -6.36
Br -1.92 3.34 -2.98
Br -3.25 -2.87 -0.43
Br 0.31 -2.73 3.45
Br 1.78 0.69 -5.96
Br -5.41 -0.55 -0.09
Br -1.30 6.29 -1.98
Br 4.53 0.40 -4.38
Br 2.30 -5.03 2.46
P 3.14 -0.07 1.20
P 1.58 1.37 -0.86
O 1.58 0.44 -1.97
O -2.55 -2.06 2.33
O 3.88 -0.70 -0.01
O -2.74 -0.08 3.30
O 2.89 2.22 -0.81
O 0.37 2.34 -0.95
O 2.94 -1.22 2.22
O 3.72 1.12 1.79
N 1.44 0.36 0.61
C 3.02 -0.53 -5.14
C 0.73 1.01 1.78
C 0.61 -4.17 2.20
C -0.78 1.12 1.60
C -5.06 -2.44 0.09
C -2.43 4.75 -1.76
C -1.55 -0.15 1.21
C -2.32 -0.74 2.38
H -2.30 0.15 0.48
H 0.62 3.27 -1.02
H -3.43 5.04 -2.02
H 0.96 0.52 2.71
H -2.20 -2.45 1.52
H 2.02 -1.31 2.51
H 1.02 -0.52 0.30
H -0.17 -4.91 2.39
H 4.21 -0.03 -0.62
H -5.15 -2.68 1.14
H 3.27 2.18 -1.70
H 1.13 2.01 1.87
H -1.05 1.91 0.91
H -0.97 -0.94 0.73
H -1.16 1.42 2.57
H 2.51 -1.01 -4.32
```

[8]
Molecular formula: C3H7N3S
Method: DFT, ωB97M-V/def2-TZVPD

Values from the calculation:
SMILES: C=N/N=C\CSN
LUMO (Ha): 0.0211
E_tot (eV): -18526.93076
Gap between HOMO and LUMO (eV): 9.7

Geometry as XYZ:
```
14
C3H7N3S | OMol25 | ωB97M-V/def2-TZVPD
S 1.08 -0.47 0.50
N -2.30 -0.53 -0.21
N 2.65 -0.27 -0.09
N -2.03 0.76 0.18
C -1.88 -1.48 0.46
C -0.99 1.44 0.16
C 0.27 0.83 -0.49
H 0.01 0.41 -1.43
H -2.24 -2.54 0.16
H 3.48 0.11 0.48
H -1.07 2.42 0.56
H 1.03 1.59 -0.68
H -1.00 -1.31 1.13
H 3.00 -0.98 -0.73
```